Entry from the Open Molecules 2025 dataset: the ion CClF2O2S with charge -1 (ωB97M-V with the def2-TZVPD basis set).

Results
energy relative to the best compared isomer or geometry (same formula, charge and spin) = 9.1 kcal per mole
largest force on an atom = 2.339 eV Å⁻¹
E_LUMO = 3.8 eV
charge = -1
DFT total energy = -1246.74813 Eh
multiplicity = 1
M = 149.5 g mol⁻¹

Last column: Mulliken charge in e.
Atoms and positions in Å:
C -0.65 -0.44 -0.11  0.34
O 1.60 0.36 1.20  -0.59
O 1.27 1.44 -0.90  -0.56
F -0.58 -1.52 0.74  -0.23
F -1.34 -0.92 -1.19  -0.25
S 1.34 0.17 -0.25  0.49
Cl -1.64 0.91 0.50  -0.20